1.
Density functional theory data (wB97M-V/def2-TZVPD) for C9H8 in the gas phase at a distorted geometry.

Bonds (Å) are listed after each position.
Geometry (Å):
1 C 1.28733 0.02324 0.75021  C2 1.559, C4 1.461, H10 1.092, H11 1.168
2 C 0.92684 1.48055 0.32868  C1 1.559, C3 1.557, H12 1.172, H13 1.111
3 C 0.04086 0.80826 -0.76043  C2 1.557, C4 1.535, C9 1.532, H14 1.057
4 C 0.70951 -0.54204 -0.46701  C1 1.461, C3 1.535, C5 1.540, H15 1.194
5 C -0.40694 -1.58413 -0.27290  C4 1.540, C6 1.503, H16 1.066, H17 1.170
6 C -1.59969 -0.78803 0.17601  C5 1.503, C7 1.860, C8 1.337, C9 1.494
7 C -2.75283 0.62510 -0.18850  C6 1.860, C8 1.504, C9 1.343
8 C -2.45501 -0.21071 1.02628  C6 1.337, C7 1.504, C9 1.899
9 C -1.41874 0.60226 -0.34132  C3 1.532, C6 1.494, C7 1.343, C8 1.899
10 H 2.29358 -0.22253 1.09475  C1 1.092
11 H 0.58029 -0.27571 1.63002  C1 1.168
12 H 0.47598 2.17023 1.16195  C2 1.172
13 H 1.70342 2.04917 -0.22615  C2 1.111
14 H 0.18751 1.23583 -1.71537  C3 1.057
15 H 1.42526 -0.77645 -1.39354  C4 1.194
16 H -0.21630 -2.39556 0.39223  C5 1.066
17 H -0.78106 -2.19946 -1.19490  C5 1.170

Properties
largest force on an atom: 4.6 eV/Å
frontier orbital gap: 8.8 eV
structure (SMILES): C1C[C@H]2[C@@H]1C[C@]13C4=C1[C@]423

natural (NBO) atomic charge list, values in e, 5 entries: -0.422, -0.390, -0.238, -0.202, -0.438

2.
Density functional theory data (wB97M-V/def2-TZVPD) for 2 unconnected molecules or ions with the total composition C5H9N2 at a distorted geometry.

Bonds (Å) are listed after each position.
Geometry (Å):
1 C 1.04981 0.79541 2.21699  C5 1.326, H8 1.173, H9 1.066
2 C 0.31454 -1.14114 -0.79883  C4 1.533, N7 1.514, H10 1.114, H11 1.113
3 C -0.49054 0.90790 0.22992  C4 1.309, C5 1.504, H12 1.008
4 C -0.60518 0.08542 -0.78255  C2 1.533, C3 1.309
5 C 0.53592 0.26097 1.11793  C1 1.326, C3 1.504, N7 1.475
6 N -2.07620 0.49303 -2.71139  H13 1.045, H14 1.015
7 N 1.02214 -1.00206 0.53248  C2 1.514, C5 1.475, H15 1.036, H16 1.023
8 H 0.43511 1.65527 2.72572  C1 1.173
9 H 1.99284 0.57786 2.66326  C1 1.066
10 H -0.29175 -2.07084 -0.89139  C2 1.114
11 H 1.18443 -0.92573 -1.45958  C2 1.113
12 H -0.90653 1.81759 0.35080  C3 1.008
13 H -2.76602 0.12058 -2.02080  N6 1.045
14 H -2.16254 1.47365 -2.95825  N6 1.015
15 H 0.76191 -1.75774 1.19202  N7 1.036
16 H 2.00206 -1.29016 0.59366  N7 1.023

Properties
net charge: +1
largest force on an atom: 5.0 eV/Å
frontier orbital gap (spin up / spin down): 8.3 / 8.3 eV

natural (NBO) atomic charge list, values in e, 5 entries: -0.353, -0.312, -0.322, 0.184, 0.091

3.
Density functional theory data (wB97M-V/def2-TZVPD) for a gas-phase ion, C5H5O3 (charge -1) at a distorted geometry.

Bonds (Å) are listed after each position.
Geometry (Å):
1 C -1.64108 1.43462 -0.89136  O2 1.405, H9 1.104, H10 1.090, H11 1.094
2 O -1.42651 0.06729 -1.13066  C1 1.405, C3 1.419
3 C -0.50871 -0.50575 -0.21206  O2 1.419, C4 1.354, H12 1.084
4 C 0.76486 -0.06531 -0.07751  C3 1.354, O5 1.251, C6 1.584
5 O 1.38422 0.83986 -0.67928  C4 1.251
6 C 1.57095 -0.74519 1.10467  C4 1.584, C7 1.277, H13 1.072
7 C 1.87039 -1.98601 1.13299  C6 1.277, O8 1.190
8 O 2.03914 -3.16240 1.07988  C7 1.190
9 H -2.18224 1.60347 0.05546  C1 1.104
10 H -2.23469 1.82438 -1.71880  C1 1.090
11 H -0.68591 1.96673 -0.85213  C1 1.094
12 H -0.93724 -1.26660 0.42938  C3 1.084
13 H 1.98682 -0.00509 1.75942  C6 1.072

Properties
net charge: -1
largest force on an atom: 2.3 eV/Å
frontier orbital gap: 6.6 eV
structure (SMILES): CO/C=C(\[O-])C=C=O

natural (NBO) atomic charge list, values in e, 5 entries: -0.244, -0.563, -0.189, 0.367, -0.768

4.
Density functional theory data (wB97M-V/def2-TZVPD) for 3 unconnected molecules or ions with the total composition C9H23BN3O4 at a distorted geometry.

Bonds (Å) are listed after each position.
Geometry (Å):
1 C 3.83168 -1.01914 1.17036  B2 1.648, H8 1.194, H9 1.191, H10 1.181
2 B 3.66509 0.52093 1.73404  C1 1.648, O3 1.505, N4 1.518
3 O 4.93141 1.31458 1.91381  B2 1.505, H11 1.017
4 N 2.36760 1.20174 2.12928  B2 1.518, C5 1.512
5 C 1.28999 1.04823 1.07939  N4 1.512, C6 1.668, H12 1.171, H13 1.191
6 C 0.05186 0.19407 1.80106  C5 1.668, O7 1.493, H14 1.170, H15 1.188
7 O -0.21596 -0.97999 0.91880  C6 1.493, H16 1.020
8 H 3.39855 -1.82041 1.94168  C1 1.194
9 H 4.98638 -1.29025 1.05990  C1 1.191
10 H 3.25896 -1.22669 0.15830  C1 1.181
11 H 5.00984 1.98557 1.15417  O3 1.017
12 H 1.64431 0.57484 0.06889  C5 1.171
13 H 0.88081 2.13755 0.82633  C5 1.191
14 H -0.90881 0.84368 1.95922  C6 1.170
15 H 0.46091 -0.20241 2.84322  C6 1.188
16 H 0.65892 -1.50215 0.97596  O7 1.020
17 C -3.93480 -1.61837 3.06461  O18 1.224, N19 1.379, H22 1.103
18 O -4.79929 -1.58468 3.93096  C17 1.224
19 N -4.07830 -1.15696 1.77355  C17 1.379, C20 1.448, C21 1.448
20 C -3.00433 -1.23318 0.80547  N19 1.448, H23 1.094, H24 1.094, H25 1.093
21 C -5.34307 -0.57736 1.37102  N19 1.448, H26 1.094, H27 1.094, H28 1.093
22 H -2.93527 -2.03875 3.26421  C17 1.103
23 H -2.76091 -0.22177 0.46718  C20 1.094
24 H -3.33725 -1.83509 -0.04521  C20 1.094
25 H -2.11225 -1.69046 1.24169  C20 1.093
26 H -5.56041 0.28303 2.01097  C21 1.094
27 H -6.13382 -1.32215 1.50110  C21 1.094
28 H -5.30609 -0.25860 0.32580  C21 1.093
29 C 2.04873 -0.20549 -3.02018  O30 1.224, N31 1.379, H34 1.103
30 O 2.04326 -0.70917 -1.90424  C29 1.224
31 N 1.25558 0.84623 -3.42658  C29 1.379, C32 1.448, C33 1.448
32 C 1.32210 1.38635 -4.76831  N31 1.448, H35 1.094, H36 1.094, H37 1.093
33 C 0.32545 1.43052 -2.48262  N31 1.448, H38 1.094, H39 1.094, H40 1.093
34 H 2.71837 -0.57346 -3.81504  C29 1.103
35 H 1.59882 2.44312 -4.71064  C32 1.094
36 H 0.33878 1.28901 -5.23775  C32 1.094
37 H 2.06222 0.85365 -5.37135  C32 1.093
38 H 0.88280 1.80601 -1.61925  C33 1.094
39 H -0.37091 0.65776 -2.14375  C33 1.094
40 H -0.23099 2.24970 -2.94608  C33 1.093

Properties
net charge: -1
largest force on an atom: 4.5 eV/Å
frontier orbital gap: 4.9 eV

natural (NBO) atomic charge list, values in e, 5 entries: -1.039, 0.973, -0.990, -1.032, -0.255

5.
Density functional theory data (wB97M-V/def2-TZVPD) for 2 unconnected molecules or ions with the total composition C4H7OP at a distorted geometry.

Bonds (Å) are listed after each position.
Geometry (Å):
1 C -1.39775 0.12707 2.64405  C2 1.189, H7 1.041
2 C -0.70727 -0.03937 1.69090  C1 1.189, P6 1.807
3 C 1.27206 1.27957 0.03654  P6 1.867, H8 1.068, H9 1.116, H10 1.132
4 C -0.74498 -1.17513 -2.05878  H11 1.083, H12 1.110, H13 1.159
5 O 1.34475 -1.49380 0.75021  P6 1.467
6 P 0.47527 -0.37594 0.36735  C2 1.807, C3 1.867, O5 1.467
7 H -2.23944 0.07728 3.25459  C1 1.041
8 H 2.12996 1.18695 -0.59337  C3 1.068
9 H 0.60585 1.92077 -0.58750  C3 1.116
10 H 1.73194 1.81077 0.92358  C3 1.132
11 H 0.08725 -1.22137 -2.75008  C4 1.083
12 H -1.45801 -2.00071 -1.85115  C4 1.110
13 H -1.09965 -0.09610 -1.82634  C4 1.159

Properties
largest force on an atom: 3.6 eV/Å
frontier orbital gap (spin up / spin down): 8.1 / 8.0 eV

natural (NBO) atomic charge list, values in e, 5 entries: -0.148, -0.434, -0.999, -0.607, -1.028

6.
Density functional theory data (wB97M-V/def2-TZVPD) for a gas-phase ion, C10H22N3 (charge +1) at a distorted geometry.

Bonds (Å) are listed after each position.
Geometry (Å):
1 C -2.92158 0.34740 -0.70176  C2 1.542, H14 1.087, H15 1.085, H16 1.087
2 C -2.75969 -1.06615 -0.10786  C1 1.542, C3 1.533, H17 1.087, H18 1.088
3 C -1.89005 -1.15965 1.15154  C2 1.533, C4 1.541, H19 1.088, H20 1.083
4 C -0.39655 -1.32362 0.81002  C3 1.541, N5 1.473, H21 1.087, H22 1.088
5 N 0.59269 -0.35459 1.31230  C4 1.473, C6 1.345, C10 1.492
6 C 0.35739 0.88079 1.78814  N5 1.345, N7 1.363, N8 1.352
7 N -0.74854 1.67780 1.76123  C6 1.363, H23 1.001, H24 1.003
8 N 1.52781 1.35595 2.27018  C6 1.352, C9 1.476, H25 1.012
9 C 2.62503 0.69727 1.53533  N8 1.476, C10 1.554, H26 1.092, H27 1.081
10 C 1.84264 -0.17746 0.51652  N5 1.492, C9 1.554, C11 1.551, H28 1.083
11 C 1.63188 0.63275 -0.78954  C10 1.551, C12 1.550, H29 1.093, H30 1.088
12 C 1.94774 -0.15116 -2.08911  C11 1.550, C13 1.530, H31 1.087, H32 1.088
13 C 0.69056 -0.63380 -2.81552  C12 1.530, H33 1.087, H34 1.085, H35 1.090
14 H -3.96588 0.52046 -0.95026  C1 1.087
15 H -2.64564 1.12750 0.00018  C1 1.085
16 H -2.37045 0.44750 -1.63346  C1 1.087
17 H -3.74941 -1.44000 0.14206  C2 1.087
18 H -2.36743 -1.72892 -0.87654  C2 1.088
19 H -2.19618 -2.07654 1.65062  C3 1.088
20 H -2.10719 -0.35678 1.84474  C3 1.083
21 H -0.28750 -1.39149 -0.26942  C4 1.087
22 H -0.06799 -2.28845 1.19045  C4 1.088
23 H -1.49520 1.58523 2.42167  N7 1.001
24 H -0.77061 2.44687 1.11778  N7 1.003
25 H 1.57377 2.36134 2.37397  N8 1.012
26 H 3.16621 0.03867 2.21817  C9 1.092
27 H 3.37615 1.35556 1.12097  C9 1.081
28 H 2.35952 -1.09645 0.27002  C10 1.083
29 H 0.60611 0.99500 -0.89257  C11 1.093
30 H 2.26484 1.51717 -0.78804  C11 1.088
31 H 2.47311 0.51181 -2.77212  C12 1.087
32 H 2.61928 -0.97672 -1.86211  C12 1.088
33 H 0.21011 0.18699 -3.34088  C13 1.087
34 H 0.91679 -1.44521 -3.49994  C13 1.085
35 H -0.04175 -1.01908 -2.10672  C13 1.090

Properties
net charge: +1
largest force on an atom: 2.3 eV/Å
frontier orbital gap: 9.7 eV
structure (SMILES): CCCCN1C(N)=[NH+]C[C@@H]1CCC

natural (NBO) atomic charge list, values in e, 5 entries: -0.623, -0.395, -0.411, -0.226, -0.364

What DFT total energy values result from the calculations? In sequence: -9453.7607; -8297.7600; -11407.1716; -23041.9965; -15593.0647; -15190.1712 eV.